{
  "formula": "C6H10Cl2Si",
  "method": "the ωB97M-V functional and the def2-TZVPD basis",
  "relative_energy_kj_mol": 541.2,
  "spin_multiplicity": 1,
  "e_tot_ha": -1444.39769,
  "largest_force_ha_per_bohr": 0.07509,
  "e_lumo_ha": [-0.04038, -0.02085],
  "total_charge": 0,
  "gap_ev": [7.92, 7.77],
  "species": ["Cl", "Cl", "Si", "C", "C", "C", "C", "C", "C", "H", "H", "H", "H", "H", "H", "H", "H", "H", "H"],
  "xyz": [[4.272, -2.559, -0.981], [3.647, -0.418, -3.617], [2.920, -1.850, -2.386], [-1.828, -0.089, 0.238], [1.834, 0.988, 0.546], [-1.056, -1.181, -0.618], [0.469, 0.427, 0.140], [-0.742, 0.828, 0.903], [0.329, -0.573, -0.693], [2.309, 0.334, 1.196], [2.500, 1.345, -0.299], [-1.441, -1.245, -1.694], [-1.047, -2.035, -0.020], [-0.730, 0.653, 2.081], [2.630, -2.858, -3.402], [-2.404, -0.455, 0.991], [1.627, 1.881, 1.065], [-0.757, 1.918, 0.745], [-2.344, 0.321, -0.608]],
  "mulliken_charge": [-0.22, -0.21, 0.62, -0.76, -1.34, -0.41, 0.41, -0.44, -0.33, 0.29, 0.29, 0.32, 0.27, 0.23, -0.11, 0.42, 0.42, 0.31, 0.25]
}

{
  "formula": "C6H10ClN",
  "method": "the ωB97M-V functional and the def2-TZVPD basis",
  "smiles": "C/C=C\\[C@H]1NC[C@@H]1Cl",
  "relative_energy_kj_mol": 109.3,
  "spin_multiplicity": 1,
  "e_tot_ha": -749.51482,
  "largest_force_ha_per_bohr": 0.01890,
  "e_lumo_ha": 0.03662,
  "total_charge": 0,
  "gap_ev": 10.35,
  "species": ["Cl", "N", "C", "C", "C", "C", "C", "C", "H", "H", "H", "H", "H", "H", "H", "H", "H", "H"],
  "xyz": [[-2.224, -1.527, -0.092], [0.879, 0.052, 1.209], [0.407, 1.026, -1.130], [-1.112, -0.288, 0.528], [-0.332, -0.560, 1.807], [0.254, -0.095, -0.152], [1.534, 1.671, -1.417], [2.903, 1.392, -0.827], [1.493, 2.502, -2.151], [-0.672, -0.094, 2.735], [-0.487, 1.288, -1.678], [3.623, 1.117, -1.616], [-0.171, -1.622, 1.982], [0.891, 1.026, 1.413], [0.594, -1.048, -0.571], [-1.653, 0.681, 0.574], [3.288, 2.282, -0.365], [2.833, 0.595, -0.072]],
  "mulliken_charge": [-0.22, -0.50, -0.68, 0.03, -0.63, 0.13, -0.18, -1.20, 0.34, 0.29, 0.37, 0.33, 0.28, 0.31, 0.31, 0.33, 0.30, 0.38]
}

{
  "formula": "C6H10ClN2",
  "method": "the ωB97M-V functional and the def2-TZVPD basis",
  "relative_energy_kj_mol": 623.0,
  "spin_multiplicity": 1,
  "e_tot_ha": -803.85552,
  "largest_force_ha_per_bohr": 0.12382,
  "e_lumo_ha": [-0.16961, -0.17913],
  "total_charge": 1,
  "gap_ev": [8.42, 7.79],
  "species": ["Cl", "N", "N", "C", "C", "C", "C", "C", "C", "H", "H", "H", "H", "H", "H", "H", "H", "H", "H"],
  "xyz": [[-2.922, 1.222, -1.579], [0.713, 0.097, 0.296], [-0.086, -0.980, 0.165], [1.033, 2.526, -0.162], [1.951, -0.140, 1.037], [0.448, 1.256, -0.131], [-2.037, -2.134, -0.398], [-1.764, 0.222, -1.021], [-1.373, -0.828, -0.390], [0.397, -1.880, -0.026], [-2.842, -1.998, -1.085], [-1.305, -2.977, -0.561], [2.168, 2.388, 0.163], [0.978, 3.139, -1.006], [2.712, 0.262, 0.398], [-2.536, -2.320, 0.581], [1.912, 0.273, 1.957], [2.052, -1.295, 1.196], [0.502, 3.169, 0.564]],
  "mulliken_charge": [-0.04, 0.23, -0.44, -0.97, -0.96, 0.47, -1.13, -0.09, 0.73, 0.33, 0.38, 0.29, 0.21, 0.37, 0.37, 0.30, 0.35, 0.34, 0.27]
}

{
  "formula": "C6H10F5N2PSi",
  "method": "the ωB97M-V functional and the def2-TZVPD basis",
  "smiles": "C[Si](C)(C)N(C=C(F)F)/N=P/C(F)(F)F",
  "relative_energy_kj_mol": 163.3,
  "spin_multiplicity": 1,
  "e_tot_ha": -1474.24278,
  "largest_force_ha_per_bohr": 0.05380,
  "e_lumo_ha": -0.00779,
  "total_charge": 0,
  "gap_ev": 8.21,
  "species": ["P", "Si", "F", "F", "F", "F", "F", "N", "N", "C", "C", "C", "C", "C", "C", "H", "H", "H", "H", "H", "H", "H", "H", "H", "H"],
  "xyz": [[0.747, -1.576, 2.201], [-0.304, 0.781, -0.984], [2.191, -2.937, 0.403], [0.710, -0.111, 4.293], [1.803, -3.998, -1.352], [-0.724, 0.585, 2.980], [-1.111, -1.194, 4.310], [0.317, -0.746, -0.373], [0.225, -0.749, 0.946], [-2.158, 1.105, -0.578], [-0.247, -0.524, 3.499], [0.344, 0.865, -2.754], [1.440, -2.891, -0.713], [0.763, -1.830, -1.143], [0.481, 2.046, 0.301], [-0.178, 1.839, -3.074], [0.279, 1.626, 1.257], [-0.101, 0.128, -3.422], [-0.098, 2.997, 0.115], [0.273, -1.959, -2.094], [-2.596, 2.090, -0.723], [1.610, 2.016, 0.211], [1.424, 0.982, -2.955], [-2.087, 0.960, 0.538], [-3.003, 0.493, -0.888]],
  "mulliken_charge": [-0.28, 0.37, -0.23, -0.27, -0.25, -0.19, -0.28, 0.49, -0.27, -1.04, 0.72, -1.05, 0.18, 0.00, -0.80, 0.23, 0.14, 0.35, 0.29, 0.28, 0.37, 0.29, 0.34, 0.20, 0.38]
}

{
  "formula": "C6H10FN4",
  "method": "the ωB97M-V functional and the def2-TZVPD basis",
  "relative_energy_kj_mol": 578.2,
  "spin_multiplicity": 1,
  "e_tot_ha": -553.05330,
  "largest_force_ha_per_bohr": 0.08993,
  "e_lumo_ha": [-0.24038, -0.24038],
  "total_charge": 1,
  "gap_ev": [5.65, 5.65],
  "species": ["F", "N", "N", "N", "N", "C", "C", "C", "C", "C", "C", "H", "H", "H", "H", "H", "H", "H", "H", "H", "H"],
  "xyz": [[-0.087, 1.160, -1.115], [-1.766, -2.160, 2.103], [-0.580, -2.155, 1.511], [-1.961, -1.272, 0.105], [1.923, 2.500, 1.128], [-2.621, -1.554, 1.263], [2.195, 1.882, -0.166], [0.838, 1.294, -0.217], [-0.672, -1.580, 0.294], [0.544, 1.877, 1.129], [-2.505, -0.724, -1.113], [0.341, 1.136, 1.954], [2.235, 2.493, -1.145], [-1.908, 0.131, -1.306], [-3.542, -0.449, -0.950], [-0.169, 2.731, 1.150], [0.183, -2.512, 1.993], [-3.664, -1.457, 1.355], [2.613, 2.148, 1.894], [-2.553, -1.408, -1.962], [3.204, 1.324, -0.194]],
  "mulliken_charge": [-0.16, -0.67, 0.31, 0.27, -0.39, 0.04, -0.47, 0.62, -0.59, -0.26, -0.66, 0.27, 0.27, 0.23, 0.31, 0.30, 0.17, 0.43, 0.33, 0.29, 0.35]
}

{
  "formula": "C6H10FNO2",
  "method": "the ωB97M-V functional and the def2-TZVPD basis",
  "relative_energy_kj_mol": 384.4,
  "spin_multiplicity": 1,
  "e_tot_ha": -539.57952,
  "largest_force_ha_per_bohr": 0.06340,
  "e_lumo_ha": [0.02696, 0.02700],
  "total_charge": 0,
  "gap_ev": [6.97, 7.21],
  "species": ["F", "O", "O", "N", "C", "C", "C", "C", "C", "C", "H", "H", "H", "H", "H", "H", "H", "H", "H", "H"],
  "xyz": [[-1.703, -1.509, 0.702], [-1.187, 2.140, 1.051], [-0.843, 0.755, 2.803], [0.477, -0.672, 0.176], [1.247, -1.862, -1.673], [1.496, -0.820, -0.623], [-1.563, 1.222, 1.975], [0.036, 2.899, 0.806], [-0.249, -2.124, -1.412], [-0.674, -1.233, -0.260], [-0.858, -1.741, -2.329], [-0.131, 3.205, -0.220], [2.336, -0.191, -0.570], [-0.559, -3.141, -1.121], [1.303, -1.259, -2.631], [0.037, 3.770, 1.426], [-2.623, 0.915, 1.787], [1.999, -2.611, -1.790], [0.442, -0.025, 0.986], [1.016, 2.282, 0.916]],
  "mulliken_charge": [-0.31, -0.30, -0.50, 0.15, -0.44, -0.59, 0.20, -0.47, -0.37, -0.04, 0.23, 0.21, 0.44, 0.26, 0.17, 0.29, 0.33, 0.38, 0.15, 0.22]
}

{
  "formula": "C6H10IN",
  "method": "the ωB97M-V functional and the def2-TZVPD basis",
  "relative_energy_kj_mol": 288.9,
  "spin_multiplicity": 3,
  "e_tot_ha": -586.79465,
  "largest_force_ha_per_bohr": 0.09901,
  "e_lumo_ha": [0.00024, -0.09330],
  "total_charge": 0,
  "gap_ev": [5.68, 6.72],
  "species": ["I", "N", "C", "C", "C", "C", "C", "C", "H", "H", "H", "H", "H", "H", "H", "H", "H", "H"],
  "xyz": [[3.253, -1.038, -0.933], [0.505, -0.565, 1.360], [-1.026, 1.232, -0.066], [0.250, -0.450, 0.025], [1.060, 0.323, 2.094], [-2.204, 1.263, -0.706], [1.284, 0.149, -0.943], [-0.545, -1.718, -0.383], [-1.309, -1.774, 0.258], [1.547, 1.173, -0.749], [-0.591, 1.852, 0.707], [-0.631, -1.907, -1.464], [0.131, -2.531, -0.098], [1.335, 1.315, 1.781], [1.044, 0.062, 3.121], [-2.550, 0.441, -1.304], [-2.622, 2.199, -0.769], [1.069, -0.027, -1.932]],
  "mulliken_charge": [-0.03, -0.35, -0.04, 0.94, -0.60, -0.76, -1.35, -1.62, 0.50, 0.45, 0.26, 0.35, 0.43, 0.33, 0.30, 0.27, 0.33, 0.59]
}